1.
Here is 2 unconnected molecules or ions with the total composition C5H15NO at a distorted geometry from the Open Molecules 2025 dataset. Energies are from ωB97M-V/def2-TZVPD.

Positions of all 22 atoms, in Å:
C1 -2.80 0.03 -0.77
C2 -1.34 0.30 -1.04
N1 -0.64 0.62 0.25
C3 0.78 0.86 0.22
C4 1.19 1.71 1.53
C5 1.57 -0.45 0.30
H1 -3.08 0.09 0.33
H2 -3.31 1.01 -1.19
H3 -3.18 -0.88 -1.23
H4 -1.32 1.09 -1.77
H5 -0.85 -0.64 -1.33
H6 -1.22 1.31 0.72
H7 1.10 1.47 -0.67
H8 0.52 1.51 2.36
H9 1.53 2.74 1.41
H10 2.14 1.30 1.92
H11 2.46 -0.27 0.94
H12 2.18 -0.87 -0.54
H13 0.99 -1.24 0.78
O1 1.35 -3.46 -0.59
H14 1.41 -2.49 -0.60
H15 0.53 -3.73 -1.01

Values from the calculation:
Multiplicity ... 1
SMILES ... CCNC(C)C.O
Total energy ... -329.43567 hartree
Gap between HOMO and LUMO ... 9.7878 eV
Energy above the lowest of the compared OMol25 structures with the same formula, charge and spin ... 188.87 kJ/mol
Net charge ... 0

2.
Here is a molecular structure, C5H7NO3 at a distorted geometry from the Open Molecules 2025 dataset. Energies are from ωB97M-V/def2-TZVPD.

Positions of all 16 atoms, in Å:
C1 1.06 2.38 -0.33
C2 2.09 1.75 -0.30
C3 0.35 -0.93 0.91
C4 0.88 -1.59 -0.43
C5 -0.72 -0.45 -0.01
N1 -1.86 0.20 0.09
O1 -2.65 0.23 -1.10
O2 -2.22 0.71 1.23
O3 -0.21 -1.00 -1.16
H1 0.03 2.66 -0.35
H2 -3.54 0.11 -0.72
H3 3.10 1.42 -0.28
H4 0.03 -1.57 1.70
H5 0.74 -0.10 1.55
H6 1.92 -1.13 -0.57
H7 1.00 -2.70 -0.23

Values from the calculation:
Multiplicity ... 1
Total energy ... -474.92052 hartree
Gap between HOMO and LUMO ... 8.9369 eV
Energy above the lowest of the compared OMol25 structures with the same formula, charge and spin ... 862.42 kJ/mol
Net charge ... 0

3.
Here is C5H12N2 in the gas phase at a distorted geometry from the Open Molecules 2025 dataset. Energies are from ωB97M-V/def2-TZVPD.

Positions of all 19 atoms, in Å:
C1 0.32 1.87 -2.10
N1 1.10 1.78 -1.10
C2 1.43 0.37 -0.77
C3 0.93 -0.13 0.56
C4 -0.59 -0.19 0.59
C5 -1.15 -0.59 2.00
N2 -1.06 -1.20 -0.38
H1 -0.23 0.99 -2.43
H2 0.10 2.86 -2.48
H3 1.35 -0.29 -1.63
H4 2.52 0.41 -0.69
H5 1.30 -1.18 0.56
H6 1.31 0.32 1.48
H7 -1.01 0.78 0.29
H8 -0.28 -0.95 2.58
H9 -1.68 0.22 2.51
H10 -1.78 -1.46 1.88
H11 -0.57 -2.05 -0.62
H12 -2.00 -1.55 -0.23

Values from the calculation:
Multiplicity ... 1
SMILES ... C=NCC[C@H](C)N
Total energy ... -307.16371 hartree
Gap between HOMO and LUMO ... 10.0050 eV
Energy above the lowest of the compared OMol25 structures with the same formula, charge and spin ... 172.32 kJ/mol
Net charge ... 0